91
Properties=species:S:1:pos:R:3:forces:R:3 method="wB97M-V/def2-TZVPD" lumo_energy_ev="-2.22 / -2.11" e_homo_ev="-8.3 / -8.2" e_above_lowest_kcal_mol=37.43 multiplicity=4
Re -0.4086 0.1681 0.8676 -0.2 -0.7 0.0
C 3.6062 1.8508 1.6850 0.0 0.0 0.0
C 2.1170 1.6955 1.6720 0.1 0.0 0.1
N 1.6192 0.5192 1.3765 -0.2 0.1 -0.1
N 2.5194 -0.5240 1.4438 0.1 0.1 -0.1
C 1.9609 -1.6698 1.5519 0.0 -0.1 -0.2
S 0.2216 -1.8912 1.6768 0.0 0.1 0.1
S 2.8452 -3.1611 1.5925 0.0 0.0 0.1
C 4.5629 -2.5775 1.6949 0.1 0.0 0.0
C 5.0527 -2.4805 3.1131 0.0 0.0 0.0
C 4.7906 -1.3553 3.8882 0.0 0.0 0.0
C 5.2253 -1.2853 5.2032 0.0 0.0 0.0
C 5.9309 -2.3426 5.7610 0.0 0.0 0.0
C 6.1947 -3.4702 4.9968 0.0 0.0 0.0
C 5.7568 -3.5372 3.6820 0.0 0.0 0.0
C 1.2417 2.7608 2.1171 0.0 0.0 0.0
C 1.7203 4.0750 2.2739 0.0 0.1 0.0
C 0.9736 5.0466 2.8921 0.0 0.0 0.0
C -0.2809 4.7280 3.4178 0.0 -0.1 0.0
C -0.7895 3.4595 3.2714 -0.1 0.1 0.1
C -0.0645 2.4825 2.5888 0.1 -0.1 0.0
O -0.6616 1.3043 2.3923 -0.1 0.2 0.0
H 4.0123 1.4063 0.7765 0.0 0.0 0.0
H 4.0361 1.3031 2.5232 0.0 0.0 0.0
H 3.9128 2.8860 1.7661 0.0 0.0 0.0
H 4.6100 -1.6321 1.1591 0.0 0.0 0.0
H 5.1445 -3.3122 1.1382 0.0 0.0 0.0
H 4.2225 -0.5408 3.4569 0.0 0.0 0.0
H 5.0110 -0.4043 5.7948 0.0 0.0 0.0
H 6.2721 -2.2881 6.7865 0.0 0.0 0.0
H 6.7425 -4.3003 5.4243 0.0 0.0 0.0
H 5.9641 -4.4212 3.0892 0.0 0.0 0.0
H 2.6874 4.3453 1.8780 0.0 0.0 0.0
H 1.3612 6.0525 2.9749 0.0 0.0 0.0
H -0.8647 5.4859 3.9236 0.0 0.0 0.0
H -1.7733 3.1967 3.6320 0.0 0.0 0.0
C -6.2698 4.5415 1.2444 0.0 0.0 0.0
C -5.5893 3.2143 1.4383 0.0 0.0 0.0
C -4.7072 3.0068 2.4930 0.0 0.0 0.0
C -4.0568 1.7924 2.6508 0.0 0.0 0.0
C -4.2988 0.7735 1.7459 0.0 0.0 0.0
C -5.1903 0.9480 0.6952 0.0 0.0 0.0
C -5.8266 2.1664 0.5480 0.0 0.0 0.0
S -3.4004 -0.7362 1.8879 -0.1 0.1 0.0
O -2.7137 -0.7258 3.1451 0.1 0.0 0.0
O -4.2605 -1.8263 1.5277 0.0 0.0 0.0
N -2.2782 -0.5914 0.6887 0.2 -0.1 -0.1
C -2.4953 -1.4388 -0.4850 0.0 0.1 0.0
C -1.4277 -1.1242 -1.5023 0.0 0.1 0.0
O -1.4793 -1.4511 -2.6531 0.0 0.0 0.0
O -0.3919 -0.4631 -0.9706 0.1 0.0 0.1
H -6.1531 5.1794 2.1197 0.0 0.0 0.0
H -7.3359 4.4106 1.0560 0.0 0.0 0.0
H -5.8466 5.0673 0.3862 0.0 0.0 0.0
H -4.5278 3.8078 3.2014 0.0 0.0 0.0
H -3.3728 1.6124 3.4687 0.0 0.0 0.0
H -5.3872 0.1338 0.0096 0.0 0.0 0.0
H -6.5209 2.3106 -0.2715 0.0 0.0 0.0
H -3.4785 -1.2979 -0.9302 0.0 0.0 0.0
H -2.4025 -2.4999 -0.2332 0.0 0.0 0.0
C 3.1931 -3.9913 -3.3275 0.0 0.0 0.0
N 2.4847 -2.7461 -3.5902 -0.1 0.0 0.0
C 1.0631 -2.9618 -3.8480 0.0 -0.1 0.1
P 2.9524 -1.3827 -2.7658 0.0 0.0 -0.1
O 2.7334 -1.3133 -1.3022 0.2 0.0 0.0
N 2.1174 -0.1761 -3.5246 0.0 0.0 0.1
C 1.7164 0.9922 -2.7568 0.0 0.0 0.1
C 2.0208 -0.0270 -4.9629 0.0 0.0 0.0
N 4.5888 -1.3383 -3.0971 0.0 -0.1 0.2
C 5.5022 -0.7711 -2.1229 0.0 0.0 -0.1
C 5.1265 -1.4487 -4.4380 0.0 0.0 0.0
H 3.0446 -4.6728 -4.1684 0.0 0.0 0.0
H 2.8265 -4.4833 -2.4191 0.0 0.0 0.0
H 4.2589 -3.8069 -3.2137 0.0 0.0 0.0
H 0.9368 -3.4664 -4.8095 0.0 0.0 0.0
H 0.5239 -2.0208 -3.8601 0.0 0.0 0.0
H 0.6137 -3.5914 -3.0707 0.0 0.0 0.0
H 1.9574 0.8262 -1.7124 0.1 0.0 0.1
H 0.6398 1.1483 -2.8122 0.0 0.0 -0.2
H 2.2256 1.8976 -3.1079 0.0 0.0 0.0
H 2.2001 -0.9797 -5.4583 0.0 0.0 0.0
H 2.7347 0.7114 -5.3472 0.0 0.0 0.0
H 1.0153 0.3099 -5.2291 0.0 0.0 0.0
H 5.0094 -0.7384 -1.1539 0.0 0.0 0.0
H 5.8161 0.2439 -2.3990 0.0 0.0 0.0
H 6.4031 -1.3894 -2.0473 0.0 0.0 0.0
H 4.4068 -1.9375 -5.0909 0.0 0.0 0.0
H 6.0411 -2.0504 -4.4257 0.0 0.0 0.0
H 5.3761 -0.4692 -4.8634 0.0 0.0 0.0
I -0.9589 2.5476 -0.5075 -0.1 0.2 -0.1
I -0.9754 3.4274 -3.7118 -0.1 0.1 0.0

78
Properties=species:S:1:pos:R:3:forces:R:3 method="wB97M-V/def2-TZVPD" lumo_energy_ev="0.58 / -1.15" e_homo_ev="-4.4 / -7.9" multiplicity=5
Os -0.0562 0.2381 -1.1124 0.0 3.7 0.3
Si 2.1755 0.5796 -1.7361 0.7 -0.1 -0.3
P -0.6495 0.6834 -3.3265 0.1 -0.3 -0.8
N -0.4567 -1.5138 -1.3486 -0.9 -4.0 -0.5
H -0.5873 2.8577 0.7098 -0.3 0.2 -0.6
C -2.4605 0.9313 -3.4329 -0.1 0.1 0.0
H -2.7763 1.1227 -4.4689 0.1 -0.1 0.2
H -2.7421 1.7791 -2.7931 0.1 -0.3 -0.2
H -2.9580 0.0249 -3.0626 0.1 0.2 -0.1
C 0.0248 2.2061 -4.0738 -0.1 0.0 -0.3
H -0.3745 2.3279 -5.0903 0.1 0.1 0.2
H 1.1179 2.1563 -4.1224 -0.2 0.0 0.0
H -0.2710 3.0695 -3.4614 0.1 -0.3 -0.1
C -0.3679 -0.6995 -4.5004 0.0 0.3 -0.2
H -0.5882 -0.3844 -5.5307 0.0 -0.1 0.2
H -1.0313 -1.5335 -4.2313 0.2 0.3 0.0
H 0.6728 -1.0360 -4.4385 -0.2 0.1 0.0
C 2.7328 2.3663 -1.5384 0.6 0.1 -0.1
H 2.4448 2.8039 -0.5731 0.0 -0.1 -0.3
H 2.3467 2.9844 -2.3600 0.1 0.0 0.3
H 3.8311 2.3406 -1.6043 -0.2 0.3 0.0
H 3.1193 -0.2941 -0.9870 0.3 0.1 -0.2
H 2.3602 0.2488 -3.1830 0.3 0.0 -0.1
C -0.4611 -2.8303 -1.5454 0.0 -0.1 -0.2
C -1.5703 -5.0057 -1.4647 0.0 0.2 -0.1
C -1.6298 -3.6323 -1.3111 0.5 0.4 0.0
C 0.7260 -3.4829 -2.0216 -0.2 0.3 0.2
C 0.7532 -4.8534 -2.1919 -0.1 0.1 0.0
C -0.3872 -5.6152 -1.9086 -0.1 -0.3 0.0
H -2.4614 -5.6021 -1.2466 0.4 0.1 -0.1
H -2.5329 -3.0992 -1.0058 0.2 -0.3 0.0
H 1.5896 -2.8442 -2.2392 -0.3 -0.3 0.1
H 1.6670 -5.3304 -2.5542 -0.3 0.1 0.1
H -0.3634 -6.6958 -2.0423 0.0 0.2 0.0
C -1.2481 3.0023 -0.1724 0.5 -0.3 0.6
O -1.2863 1.7815 -0.8816 -0.9 0.8 0.6
C -2.6538 3.3089 0.3668 0.2 0.1 0.1
H -2.8202 4.3919 0.3859 -0.1 -0.1 0.1
H -2.7280 2.9288 1.3926 -0.2 0.0 -0.2
H -3.4292 2.8322 -0.2453 0.2 0.1 0.0
C -0.6491 4.1610 -0.9628 -0.3 0.1 0.1
H -1.3364 4.4852 -1.7509 0.1 0.0 -0.1
H 0.3250 3.9145 -1.3924 -0.1 -0.1 0.1
H -0.5057 4.9971 -0.2634 0.0 -0.1 -0.3
C 0.3680 3.6296 3.9193 -0.1 0.0 0.0
C 1.4467 3.4466 3.0495 0.0 -0.2 -0.1
C 1.4720 2.3452 2.1955 -0.4 -0.2 0.2
C 0.3977 1.4298 2.2010 -0.1 0.3 0.1
C -0.6963 1.6359 3.0576 0.4 0.1 -0.1
C -0.7044 2.7378 3.9164 0.2 0.0 -0.1
P 0.5497 -0.0562 1.1295 -0.2 -0.8 1.5
C 1.9395 -0.8638 2.0478 0.4 -0.3 -0.2
C 2.7939 -1.7773 1.4017 -0.1 0.2 0.2
C 3.8373 -2.3809 2.1102 -0.1 0.0 0.1
C 4.0377 -2.0919 3.4632 -0.1 0.1 -0.2
C 3.1862 -1.1998 4.1170 -0.2 -0.1 -0.3
C 2.1341 -0.6029 3.4177 0.1 0.0 -0.1
C -0.8814 -1.1197 1.6215 0.2 -0.4 0.4
C -0.7265 -2.3457 2.2940 -0.4 0.3 -0.1
C -1.8578 -3.1160 2.5819 -0.2 0.0 0.0
C -3.1345 -2.6615 2.2243 0.2 -0.1 0.0
C -3.2794 -1.4677 1.5151 0.5 0.0 0.0
C -2.1472 -0.7211 1.1797 -0.4 0.0 0.1
H 0.3741 4.4674 4.6170 0.0 -0.2 -0.2
H 2.2855 4.1447 3.0569 -0.3 -0.2 0.0
H 2.3358 2.1620 1.5514 -0.3 0.1 0.2
H -1.5209 0.9233 3.0889 0.2 0.2 -0.1
H -1.5418 2.8757 4.6008 0.2 0.0 -0.2
H 2.6573 -1.9932 0.3371 0.0 0.1 0.4
H 4.5035 -3.0805 1.6034 -0.2 0.2 0.1
H 4.8637 -2.5537 4.0046 -0.2 0.1 -0.2
H 3.3385 -0.9593 5.1702 -0.1 -0.1 -0.3
H 1.4776 0.0906 3.9521 0.2 -0.3 -0.3
H 0.2644 -2.7014 2.5824 -0.3 0.1 -0.1
H -1.7472 -4.0823 3.0891 0.0 0.4 -0.2
H -4.0199 -3.2489 2.4771 0.3 0.1 -0.1
H -4.2570 -1.1084 1.2037 0.1 -0.2 0.1
H -2.2532 0.1719 0.5435 0.0 -0.4 0.5